(1)
52
Properties=species:S:1:pos:R:3 method="wB97M-V/def2-TZVPD" homo_lumo_gap_ev=9.32 smiles="CSc1ccccc1OCc1cc(C(=O)N(C)CCn2nc(C)cc2C)no1" total_energy_ev=-44066.1837 charge=0 multiplicity=1
C -3.079 -1.547 1.897
S -4.467 -1.964 0.796
C -4.834 -0.370 0.086
C -6.146 0.078 0.167
C -6.504 1.317 -0.328
C -5.542 2.134 -0.897
C -4.239 1.687 -1.006
C -3.874 0.429 -0.541
O -2.550 0.063 -0.678
C -2.302 -1.060 -1.517
C -0.871 -1.432 -1.340
C 0.284 -0.734 -1.540
C 1.297 -1.628 -1.105
C 2.737 -1.267 -1.140
O 3.161 -0.604 -2.074
N 3.517 -1.648 -0.104
C 3.043 -2.400 1.037
C 4.766 -0.940 0.063
C 4.588 0.237 1.049
N 3.366 0.945 0.796
N 2.273 0.621 1.503
C 1.283 1.351 1.019
C -0.098 1.263 1.563
C 1.751 2.161 -0.030
C 3.091 1.870 -0.154
C 4.096 2.365 -1.127
N 0.763 -2.754 -0.703
O -0.574 -2.643 -0.841
H -3.408 -0.793 2.607
H -2.824 -2.467 2.413
H -2.230 -1.189 1.326
H -6.878 -0.561 0.636
H -7.528 1.650 -0.253
H -5.806 3.113 -1.268
H -3.475 2.300 -1.460
H -2.496 -0.783 -2.563
H -2.934 -1.914 -1.247
H 0.419 0.255 -1.919
H 2.338 -3.158 0.708
H 2.558 -1.740 1.762
H 3.898 -2.885 1.506
H 5.535 -1.621 0.432
H 5.056 -0.564 -0.921
H 4.519 -0.140 2.072
H 5.441 0.915 0.971
H -0.400 2.220 1.986
H -0.136 0.505 2.342
H -0.803 1.006 0.772
H 1.184 2.861 -0.610
H 3.740 3.283 -1.586
H 5.055 2.557 -0.647
H 4.238 1.619 -1.910

---

(2)
53
Properties=species:S:1:pos:R:3 method="wB97M-V/def2-TZVPD" homo_lumo_gap_ev=8.86 smiles="CCOC(=O)N1CCN(C(=O)CSc2ccc(-c3ccccc3OC)nn2)CC1" total_energy_ev=-46114.9197 charge=0 multiplicity=1
C -7.457 1.759 3.869
C -6.394 2.771 4.272
O -5.079 2.233 4.144
C -4.547 2.268 2.901
O -5.108 2.732 1.936
N -3.292 1.759 2.871
C -2.605 1.616 1.608
C -2.441 0.127 1.270
N -1.782 -0.547 2.365
C -0.521 -1.037 2.392
O -0.025 -1.482 3.408
C 0.250 -1.055 1.086
S 0.743 0.642 0.617
C 1.941 0.285 -0.610
C 2.635 1.335 -1.230
C 3.568 0.981 -2.170
C 3.750 -0.392 -2.432
C 4.756 -0.849 -3.399
C 6.026 -0.288 -3.388
C 7.005 -0.722 -4.265
C 6.709 -1.726 -5.167
C 5.444 -2.289 -5.205
C 4.453 -1.861 -4.329
O 3.178 -2.318 -4.329
C 2.835 -3.376 -5.189
N 3.039 -1.311 -1.799
N 2.154 -0.985 -0.912
C -2.510 -0.420 3.613
C -2.659 1.063 3.969
H -8.443 2.178 4.045
H -7.349 0.846 4.451
H -7.357 1.522 2.813
H -6.483 3.038 5.327
H -6.473 3.668 3.651
H -3.193 2.123 0.843
H -1.616 2.082 1.682
H -1.882 0.025 0.344
H -3.432 -0.321 1.137
H 1.170 -1.620 1.231
H -0.316 -1.490 0.263
H 2.426 2.361 -0.967
H 4.138 1.723 -2.709
H 6.255 0.479 -2.663
H 7.990 -0.283 -4.238
H 7.464 -2.078 -5.854
H 5.240 -3.066 -5.925
H 1.792 -3.600 -4.973
H 2.933 -3.090 -6.242
H 3.442 -4.266 -4.994
H -1.950 -0.948 4.385
H -3.498 -0.876 3.496
H -3.257 1.185 4.869
H -1.665 1.495 4.130

---

(3)
55
Properties=species:S:1:pos:R:3 method="wB97M-V/def2-TZVPD" homo_lumo_gap_ev=8.66 smiles="CCn1c(CSc2nnc(-c3ccoc3C)n2C)nc2cc(S(=O)(=O)N(C)C)ccc21" total_energy_ev=-57882.8759 charge=0 multiplicity=1
C 4.748 -0.058 -1.140
C 3.420 -0.423 -1.798
N 2.411 -0.712 -0.809
C 2.026 -1.932 -0.328
C 2.538 -3.214 -0.837
S 1.580 -3.721 -2.363
C 0.556 -2.314 -2.542
N 0.894 -1.195 -3.116
N -0.121 -0.346 -2.968
C -1.083 -0.949 -2.301
C -2.337 -0.298 -2.013
C -2.910 0.656 -2.911
C -4.054 1.079 -2.323
O -4.223 0.476 -1.133
C -3.186 -0.357 -0.932
C -3.145 -1.058 0.378
N -0.702 -2.228 -2.012
C -1.409 -3.295 -1.365
N 1.062 -1.861 0.555
C 0.767 -0.531 0.672
C -0.201 0.114 1.432
C -0.332 1.470 1.247
S -1.596 2.330 2.180
O -2.650 1.403 2.483
O -1.928 3.552 1.514
N -0.873 2.740 3.635
C 0.173 3.723 3.512
C -0.572 1.620 4.489
C 0.478 2.202 0.382
C 1.473 1.585 -0.348
C 1.606 0.211 -0.199
H 4.629 0.813 -0.500
H 5.117 -0.883 -0.533
H 5.485 0.168 -1.905
H 3.533 -1.291 -2.449
H 3.052 0.400 -2.413
H 3.586 -3.174 -1.126
H 2.371 -4.001 -0.104
H -2.495 0.948 -3.852
H -4.807 1.776 -2.629
H -3.279 -0.320 1.170
H -2.194 -1.557 0.517
H -3.956 -1.783 0.454
H -1.082 -3.385 -0.326
H -2.477 -3.094 -1.406
H -1.188 -4.229 -1.883
H -0.847 -0.415 2.111
H -0.172 4.475 2.807
H 0.345 4.190 4.482
H 1.114 3.286 3.153
H -1.424 0.946 4.449
H -0.440 1.973 5.512
H 0.335 1.087 4.174
H 0.286 3.257 0.281
H 2.097 2.144 -1.027

---

(4)
55
Properties=species:S:1:pos:R:3 method="wB97M-V/def2-TZVPD" homo_lumo_gap_ev="6.19 / 4.85" total_energy_ev=-228259.4320 charge=0 multiplicity=2
Co 0.092 0.297 0.276
S -0.246 -2.048 -3.793
C -0.016 -2.083 -2.138
S 1.077 -3.164 -1.471
S -1.081 -1.102 -1.215
C -1.872 4.241 2.762
N -1.268 3.059 3.346
C -0.759 2.953 4.626
C -0.241 1.728 4.758
N -0.421 1.060 3.540
C -1.065 1.903 2.662
S -1.637 1.646 1.111
C 0.045 -0.251 3.286
C 0.652 -0.965 4.314
C 1.033 -2.274 4.094
C 0.781 -2.844 2.859
C 0.201 -2.055 1.886
N -0.129 -0.765 2.068
H -2.076 4.956 3.555
H -2.796 3.972 2.257
H -1.195 4.685 2.031
H -0.819 3.758 5.339
H 0.206 1.281 5.623
H 0.828 -0.516 5.278
H 1.514 -2.838 4.882
H 1.031 -3.873 2.641
H 0.000 -2.454 0.902
C 3.948 -1.078 -0.476
As 2.562 0.069 0.273
C 3.243 0.138 2.109
C 3.185 1.850 -0.279
C 4.467 2.301 0.018
C 4.820 3.627 -0.183
C 3.883 4.519 -0.687
C 2.618 4.064 -1.035
C 2.269 2.730 -0.852
As 0.560 1.962 -1.403
C -0.450 3.525 -1.979
C 1.128 1.304 -3.145
H 4.941 -0.756 -0.163
H 3.873 -1.071 -1.561
H 3.760 -2.092 -0.134
H 4.268 0.502 2.146
H 3.205 -0.862 2.542
H 2.615 0.802 2.701
H 5.203 1.612 0.420
H 5.814 3.971 0.074
H 4.140 5.562 -0.817
H 1.898 4.762 -1.447
H 0.093 4.061 -2.754
H -0.662 4.182 -1.138
H -1.394 3.167 -2.386
H 1.677 2.080 -3.678
H 0.249 1.007 -3.714
H 1.756 0.425 -3.015

---

(5)
57
Properties=species:S:1:pos:R:3 method="wB97M-V/def2-TZVPD" homo_lumo_gap_ev="6.19 / 7.77" total_energy_ev=-66982.4625 charge=0 multiplicity=3
Ti 0.105 0.034 0.469
C -2.967 -0.193 0.781
C -3.108 0.520 -0.558
O -1.791 0.688 -1.039
C -1.676 1.430 -2.238
C -0.188 1.620 -2.499
O 0.565 0.470 -2.144
C 0.460 -0.647 -3.010
C -0.527 -1.664 -2.474
O -0.154 -1.891 -1.126
C -0.888 -2.899 -0.451
C -2.224 -2.342 -0.007
O -1.919 -1.151 0.705
H -3.905 -0.666 1.083
H -2.654 0.504 1.558
H -3.601 1.488 -0.416
H -3.693 -0.057 -1.287
H -2.159 2.408 -2.135
H -2.174 0.882 -3.050
H 0.203 2.425 -1.880
H -0.022 1.877 -3.550
H 1.453 -1.099 -3.041
H 0.178 -0.334 -4.021
H -0.441 -2.596 -3.045
H -1.559 -1.306 -2.539
H -0.285 -3.170 0.418
H -1.015 -3.780 -1.087
H -2.746 -3.045 0.650
H -2.868 -2.124 -0.865
C 4.142 -3.083 -1.683
C 3.602 -3.819 -0.635
C 2.758 -3.220 0.285
C 2.445 -1.867 0.161
C 2.994 -1.124 -0.882
C 3.838 -1.733 -1.798
N 1.537 -1.228 1.037
N 1.653 -1.641 2.291
C 0.813 -0.924 3.113
C 0.859 -1.179 4.494
C 0.067 -0.438 5.341
C -0.766 0.557 4.821
C -0.812 0.786 3.454
C -0.049 0.039 2.550
H 4.806 -3.556 -2.395
H 3.843 -4.869 -0.532
H 2.347 -3.779 1.115
H 2.765 -0.069 -0.958
H 4.273 -1.145 -2.596
H 1.535 -1.937 4.867
H 0.101 -0.611 6.409
H -1.366 1.160 5.491
H -1.441 1.595 3.092
F -0.616 2.233 0.718
B 0.724 2.777 0.728
F 1.458 1.598 0.191
F 0.827 3.800 -0.171
F 1.147 3.058 1.976

---

(6)
70
Properties=species:S:1:pos:R:3 method="wB97M-V/def2-TZVPD" homo_lumo_gap_ev=3.45 total_energy_ev=-151372.9334 charge=0 multiplicity=1
K -1.835 1.049 -2.672
K 3.479 3.341 1.114
K -2.011 1.231 3.000
K 2.085 0.106 3.441
Be -0.350 3.881 0.302
S -3.091 4.474 2.618
O -4.061 5.226 1.804
O -2.270 5.418 3.361
O -3.774 3.634 3.540
O -2.181 3.692 1.733
S 1.022 3.236 3.849
O 0.974 4.359 4.753
O 0.250 2.069 4.290
O 0.484 3.716 2.580
O 2.441 2.879 3.641
S 0.175 0.839 0.205
O 0.319 0.280 -1.113
O 1.148 1.938 0.422
O -1.165 1.371 0.400
O 0.255 -0.205 1.250
N 1.631 -2.327 1.445
C 2.948 -2.259 1.003
C 3.576 -3.395 1.410
C 2.590 -4.253 1.944
C 1.393 -3.575 1.964
H 1.026 -1.531 1.306
H 3.245 -1.349 0.504
H 4.594 -3.632 1.140
H 2.752 -5.270 2.268
H 0.458 -3.891 2.402
N -1.646 -1.922 0.829
C -1.579 -2.409 -0.441
C -2.282 -3.624 -0.577
C -2.828 -3.805 0.702
C -2.401 -2.800 1.522
H -1.048 -1.266 1.310
H -1.065 -1.830 -1.194
H -2.425 -4.220 -1.466
H -3.540 -4.588 0.916
H -2.654 -2.571 2.546
N 1.305 -1.876 -2.217
C 1.828 -1.550 -3.392
C 2.014 -2.765 -4.107
C 1.620 -3.783 -3.290
C 1.145 -3.233 -2.119
H 0.894 -1.165 -1.629
H 2.004 -0.545 -3.746
H 2.285 -2.882 -5.146
H 1.560 -4.850 -3.445
H 0.684 -3.643 -1.233
N -3.783 0.692 -0.338
C -4.388 1.893 -0.650
C -5.659 1.573 -0.999
C -5.726 0.208 -1.325
C -4.560 -0.343 -0.763
H -2.864 0.648 0.078
H -3.898 2.825 -0.410
H -6.467 2.285 -1.074
H -6.563 -0.388 -1.657
H -4.153 -1.341 -0.703
N 2.815 3.145 -2.057
C 3.002 1.831 -1.960
C 4.362 1.585 -1.876
C 5.021 2.808 -1.883
C 4.056 3.765 -2.122
H 1.897 3.561 -1.993
H 2.147 1.185 -2.090
H 4.721 0.568 -1.911
H 6.088 2.940 -1.779
H 3.977 4.838 -2.215

---

> What is the multiplicity in the second record?

1